[1]
Entry from OMol25: CH3N5O in the gas phase (ωB97M-V/def2-TZVPD).

The geometry in XYZ format:
```
10
Properties=species:S:1:pos:R:3
C -0.1122 0.2440 0.0800
N 1.8502 -1.0582 -0.2672
H 1.2069 2.0867 0.4635
H -3.0669 0.1631 -0.2977
O -2.2245 -0.5158 0.0617
H -0.0496 -1.8558 -0.2168
N 0.4038 -0.9688 0.4571
N 2.1700 0.2102 -0.2078
N 1.1038 1.0041 0.2630
N -1.2816 0.6906 -0.3357
```

## Properties
Strongest force on any atom   8.15 eV Å⁻¹
HOMO-LUMO gap   9.76 eV
HOMO   -9.47 eV
Calculated total energy   -388.6966 Eh
SMILES   ON=c1[nH]nn[nH]1

=====

[2]
Entry from OMol25: a molecular structure, C28H37AlAs2N7O8Se2 (ωB97M-V/def2-TZVPD).

The geometry in XYZ format:
```
85
Properties=species:S:1:pos:R:3
H 4.3630 2.8670 2.4762
C -2.1502 0.0902 -2.2104
C -2.7459 3.3383 6.0618
H -1.1619 2.4103 -0.1415
C -4.2339 0.8664 1.3603
C -2.7454 2.6721 -1.5401
C -3.2093 0.7313 -2.8395
As -1.6449 -0.0204 1.9189
O -3.8857 0.3845 0.2972
H -6.2435 1.7568 -0.1582
H -6.4975 0.0407 0.2793
C -5.9508 1.0352 4.9311
H 0.8425 1.5689 -1.9775
H -3.3191 -1.7583 1.4037
H -7.0260 0.9655 5.0654
Se -1.7802 -1.6922 -2.8147
C 0.0034 4.0027 1.5240
C -0.4713 -0.8909 4.4673
C -4.6397 2.6212 3.7050
C -3.2517 0.9957 2.4740
C 0.6592 -2.5852 0.8841
C -3.5125 2.0376 -2.5093
O -5.4645 1.1841 1.6817
H -1.7763 -2.5780 1.6992
H -2.9330 3.6940 -1.2439
N -1.4160 0.6840 -1.2580
H 0.4857 3.7898 0.5730
C -0.8114 2.8406 3.3668
N 0.5053 -1.8646 -0.2451
C -6.4723 1.0632 0.6475
O -0.1465 -1.9241 3.9112
O -4.4322 3.6949 3.2146
H -7.4061 1.3314 1.1290
As -2.4990 1.5271 5.3966
H -5.4564 0.8951 5.8932
H -2.7339 -1.9927 3.0741
H -1.7915 3.6862 6.4530
H -3.7584 0.2136 -3.6139
C 4.5765 1.8021 2.5825
H 2.1186 -5.3741 -0.3203
H -5.6232 0.2840 4.2126
N 3.3475 1.0023 2.5293
H -3.0850 4.0307 5.2961
O -1.0504 3.9046 3.8558
C 1.2095 -3.8494 0.8974
H 2.8899 -0.8217 3.5004
O -0.2617 2.7148 2.1298
C 1.5022 -3.6637 -1.4651
C -3.5023 1.6190 3.6346
N 1.1859 1.3486 -1.0486
H 1.2644 -0.2159 2.2207
C -0.7919 0.3133 3.6379
H -4.3208 2.5547 -3.0083
H 1.2820 -4.3849 1.8328
N 3.0303 2.5710 -1.7532
H 1.8037 -4.0665 -2.4216
H 3.6708 0.4039 4.4977
Al 0.1366 0.0919 -0.0557
C 2.5845 0.9483 1.4415
H 5.0419 1.6500 3.5503
O -5.7044 2.3631 4.4396
C 2.3820 1.8504 -0.8401
C -2.4404 -1.7937 2.0459
N 1.4832 0.2418 1.3429
C 0.9011 -2.4213 -1.4064
H 0.6553 4.5932 2.1641
H 3.9265 2.1328 0.4476
C 1.6644 -4.3928 -0.2944
C -1.7392 1.9577 -0.9383
C -0.0394 -1.8019 6.5986
H 0.8675 -2.2589 6.2113
H -0.9279 4.5479 1.3771
C -0.9889 1.5557 4.1246
H 3.9470 2.9578 -1.5920
H 1.9679 0.6003 4.0803
C 2.9353 0.2482 3.7158
H 2.6317 2.7271 -2.6658
H -0.8474 -2.5292 6.6147
N 3.0270 1.6866 0.3532
Se 0.5112 -1.4887 -3.0375
O -0.4257 -0.6801 5.7623
H 0.3325 -2.1407 1.8189
H 0.1191 -1.3797 7.5842
H -3.4659 3.2691 6.8765
H 5.2984 1.4723 1.8320
```

## Properties
Strongest force on any atom   0.36 eV Å⁻¹
HOMO-LUMO gap   7.66 eV
Charge   +3
HOMO   -16.17 eV
Calculated total energy   -11590.4741 Eh

=====

[3]
Entry from OMol25: a molecular structure, CH6N2 (ωB97M-V/def2-TZVPD).

The geometry in XYZ format:
```
9
Properties=species:S:1:pos:R:3
N -0.2686 0.7362 0.2800
H 1.8463 0.0190 1.0785
H -1.5848 -0.5543 -0.7448
N -1.4556 -0.0086 -0.0552
H 1.6984 0.3093 -0.9853
H 0.7299 -1.1818 0.0263
C 0.9091 -0.2224 -0.0450
H -0.0982 1.6752 -0.4571
H -1.7765 -0.7725 0.9027
```

## Properties
Strongest force on any atom   11.88 eV Å⁻¹
HOMO-LUMO gap   10.20 eV
HOMO   -9.25 eV
Calculated total energy   -150.9833 Eh

=====

[4]
Entry from OMol25: a molecular structure, C27H27IrN4O4Te (ωB97M-V/def2-TZVPD).

The geometry in XYZ format:
```
64
Properties=species:S:1:pos:R:3
O 0.8802 -2.5787 1.3226
C -1.5638 1.0155 2.6594
H -4.0715 1.6458 4.2753
C 0.7408 1.3635 -1.5464
C -1.9312 -4.9180 4.1150
O -0.2720 -4.5157 -1.1148
C 2.1635 -3.1368 1.1119
C 1.4102 -0.3480 2.1933
H -1.6087 -5.5913 0.8121
C 2.5520 2.1650 1.8053
H -1.1136 1.5278 3.5043
N -3.3235 0.0861 1.4443
C 0.6277 0.7487 1.8280
C -0.6119 -3.3681 -0.9830
C -2.4208 -3.6221 4.0399
H 0.2438 5.1576 0.4161
C 0.1846 -2.2127 -1.3658
C -1.8299 -5.0347 1.7134
H 1.2180 -4.6061 -2.0747
C -5.1494 0.5818 2.6657
C -2.9288 0.7837 2.5728
H -2.9722 -1.9973 2.7501
N -0.1782 -0.9197 -1.0256
H 2.0577 -3.9163 0.3582
C 0.2897 3.2107 1.3332
C -4.6485 -0.0316 1.4983
H -0.1589 3.5806 2.2611
H 0.7408 1.7559 -2.5642
H 1.3283 -2.1750 3.2944
C 0.9709 4.3736 0.6238
H 4.4153 1.2241 2.2879
H 2.5466 -3.5938 2.0300
H 2.4418 -0.5317 -2.7497
H 1.7619 4.8251 1.2220
C 0.8117 -1.7101 2.4471
C -2.2950 -3.7283 1.6574
H -0.5535 2.8626 0.7322
N 1.6391 -0.8558 -2.2254
H 1.6355 1.7175 -1.0342
H 2.8832 -2.3911 0.7599
Ir -1.7964 -0.4617 0.2326
H -2.6634 -3.0778 4.9432
C 3.3505 1.0864 2.1546
H -0.1370 1.7400 -1.0280
H -5.2024 -0.5383 0.7219
H 3.0139 3.1329 1.6637
H -1.2634 -6.6355 3.0130
H -0.2450 -1.6358 2.6963
C 2.7782 -0.1563 2.3654
Te -2.5956 -2.8526 -0.2406
O 2.0189 -4.4382 -2.6157
H -6.1860 0.6334 2.9529
N -0.7898 0.5764 1.6785
C 0.7165 -0.1161 -1.5744
C 1.3340 -2.1755 -2.1098
H -1.7885 -5.3857 5.0800
C -2.6023 -3.0129 2.8054
C 2.2654 -3.1499 -2.7597
C 1.1768 2.0263 1.6517
H 1.4096 4.0611 -0.3271
H 3.3929 -0.9865 2.6912
C -1.6360 -5.6216 2.9555
O 3.2057 -2.7141 -3.3655
C -4.0638 1.1002 3.3456
```

## Properties
⟨S²⟩   0.7610
Strongest force on any atom   0.12 eV Å⁻¹
HOMO-LUMO gap (spin up / spin down)   7.25 / 6.63 eV
Spin multiplicity   2
Charge   +1
HOMO (spin up / spin down)   -11.00 / -11.07 eV
Calculated total energy   -1937.2264 Eh

=====

[5]
Entry from OMol25: a molecular structure, C6H6 (ωB97M-V/def2-TZVPD).

The geometry in XYZ format:
```
12
Properties=species:S:1:pos:R:3
C -2.4356 -0.0727 0.0506
H 1.0345 -2.1252 0.1670
C 0.3391 1.1934 -0.0516
H 1.6960 -0.8442 -0.8860
H 0.1465 -0.1523 1.6846
C -1.2343 -0.0744 0.1680
H -3.4937 -0.2192 0.0080
C 0.3546 2.0229 -0.9299
C 0.2340 -0.0942 0.5968
C 1.3518 -1.0816 0.1255
H 2.2334 -0.9932 0.7845
H -0.2263 2.4408 -1.7175
```

## Properties
Strongest force on any atom   2.47 eV Å⁻¹
HOMO-LUMO gap   10.13 eV
HOMO   -9.14 eV
Calculated total energy   -232.0314 Eh

=====

[6]
Entry from OMol25: 2 unconnected molecules or ions with the total composition C4H9O3 (ωB97M-V/def2-TZVPD).

The geometry in XYZ format:
```
16
Properties=species:S:1:pos:R:3
C 0.3431 -2.5442 0.2887
H 1.0030 -2.8066 1.1214
O -1.3340 0.8146 1.1628
H 0.1838 -3.4342 -0.3266
H 1.6015 -1.9211 -1.3508
H 0.2946 -0.8017 -0.9754
H -2.0507 3.2383 0.4063
C 1.0554 -1.4479 -0.5305
C -0.6237 1.5911 0.5038
H -1.9205 2.2209 -1.0480
O 1.9396 -0.6886 0.2481
O 0.6272 1.5516 0.3443
H 1.4999 0.2087 0.3838
H -0.6854 3.4666 -0.6898
C -1.3534 2.7180 -0.2602
H -0.5805 -2.1654 0.7221
```

## Properties
Strongest force on any atom   0.63 eV Å⁻¹
HOMO-LUMO gap   8.88 eV
Charge   -1
HOMO   -4.62 eV
Calculated total energy   -383.5974 Eh

=====

[7]
Entry from OMol25: 5 unconnected molecules or ions with the total composition C30H77N8 (ωB97M-V/def2-TZVPD).

The geometry in XYZ format:
```
115
Properties=species:S:1:pos:R:3
H 3.4451 -4.0419 4.8472
C -2.0524 3.6176 -6.8590
C 2.4977 -0.1829 -1.7901
H -0.3448 2.6839 -8.8015
H 2.0272 -0.8096 3.4905
H 1.5648 -1.2862 -3.4054
H 2.2244 0.8242 -2.1216
C -0.3718 -7.1299 7.4864
C -3.1925 7.1718 -1.8777
H -2.0806 2.6367 -7.3654
H -0.0558 -1.7374 3.2405
H -0.5284 3.8568 -1.6023
C -0.9155 3.6159 -5.8475
H -3.7427 6.9326 -0.9676
H 0.7583 3.7463 -9.6696
H -3.0820 5.8819 -9.0903
C 1.6554 0.7789 -5.0582
H -3.4098 8.2117 -2.1258
H 1.7097 2.3092 -0.4175
H 3.4211 -5.6162 4.0667
H -0.4143 -6.3875 6.6830
H -1.0749 -3.4386 8.8074
H -2.1147 -5.3980 9.7839
H -1.4967 -9.0559 11.0714
H 0.2046 -3.9790 5.3010
H 2.7726 -1.8897 4.6561
N 0.4118 0.4027 -5.3821
H -0.7821 5.7073 -9.1655
C -1.6810 6.9932 -1.6998
H -1.4424 6.4699 0.7958
H 0.6500 -1.1239 -1.3414
C -1.6238 5.5397 0.2534
H -0.6392 -8.0750 7.0082
C 2.8139 -4.7379 4.2932
H 4.5331 -2.4973 2.9888
H -1.0993 3.4406 0.5391
H 0.7348 -2.3237 5.6321
C -1.2283 -5.5571 9.1648
C -0.9453 -8.3850 10.4102
N 1.6930 1.6600 0.3524
H -3.6579 2.8622 -9.0367
H 2.6417 1.4113 0.5909
H -1.1154 4.4037 2.0076
C -1.0719 -4.3659 8.2328
H 0.0788 5.0543 -7.8143
H -0.9478 -2.6607 5.2513
N 2.7087 -0.0955 -5.3574
H 3.1152 -4.1051 2.2698
H 1.5521 -4.8007 2.5452
H 3.4874 -0.0934 -1.3496
C -0.8576 4.4233 0.9487
C 3.8809 -1.6375 2.8348
C 1.0776 -7.2050 7.9837
H 0.6036 0.0787 1.0655
C 2.5631 -1.7587 3.5837
C -0.7211 4.8261 -8.5252
H -4.6588 4.0579 -9.8464
C 0.0806 -2.9368 5.0114
C -1.2634 4.5848 -1.9745
H 1.7567 -7.2230 7.1282
H 1.0778 2.3896 -4.0366
H -2.7028 5.3381 0.3374
H 0.2186 4.5744 0.8643
C 3.4703 -0.5031 -4.1347
H -2.1214 -8.7419 8.6421
C -3.1879 4.9438 -8.5416
H -1.3124 7.8057 -1.0676
H 4.1506 -1.2743 -4.4752
H -0.8713 3.5074 -10.2712
H -3.9906 5.1205 -7.8196
H -0.5715 -7.5617 11.0195
H -2.4499 2.8847 -2.5923
H -0.8989 4.8690 -2.9666
H -0.0612 0.8419 -0.3696
H -3.3047 4.4106 -2.7528
H -0.8409 4.5792 -5.3418
C -3.6438 3.8458 -9.5082
H -0.1322 -4.4042 7.6805
H 4.0734 0.3100 -3.7247
C 1.4519 -0.6474 -0.7799
H -1.0900 2.8512 -5.0838
C 2.5663 -1.0793 -3.0361
H -0.3699 -5.5829 9.8548
H -2.8161 -7.5834 9.7382
H 1.3461 -6.3410 8.5931
H 3.3587 0.3941 -5.9719
H 2.9894 -2.0265 -2.7116
N -1.4090 -6.8050 8.4486
H 2.7573 2.0888 -4.0436
C -1.8690 -7.8970 9.2882
H 1.8768 -1.3952 -0.1139
N -1.2012 5.7483 -1.1212
H -0.2629 -3.4404 2.9477
H 2.0088 -5.0647 4.9495
C 2.2900 -4.1275 2.9875
H 1.2694 -8.1053 8.5647
H -0.3730 0.5423 -4.7713
H -3.5862 6.5617 -2.6903
C -0.2819 3.6187 -9.3637
H 3.6971 -1.5360 1.7622
N 1.8707 1.9794 -4.5238
H 4.4244 -0.7546 3.1738
H -3.0844 3.6806 -1.1585
H 0.0459 3.3972 -6.3195
C 0.3349 -2.7232 3.5165
N 1.7067 -2.7964 3.0419
C 0.8589 0.4912 0.0938
H -3.0161 3.7940 -10.3966
H 0.2985 0.0189 -6.3047
H -1.1893 7.1336 -2.6667
H -1.8927 -4.3235 7.5153
N -1.9659 4.7234 -7.7828
C -2.6086 3.8606 -2.1222
H -0.0934 -8.9444 10.0257
H -2.9951 3.7063 -6.3136
```

## Properties
Strongest force on any atom   1.76 eV Å⁻¹
HOMO-LUMO gap   5.07 eV
Charge   +1
HOMO   -9.10 eV
Calculated total energy   -1626.9733 Eh

=====

[8]
Entry from OMol25: C4H3NO2 in the gas phase (ωB97M-V/def2-TZVPD).

The geometry in XYZ format:
```
10
Properties=species:S:1:pos:R:3
H -1.3500 2.6760 0.4553
O 0.7047 -1.6503 1.6362
C 0.3806 -1.0863 -0.4130
C 0.5269 0.1530 -0.9899
H 1.0978 0.3836 -1.8830
N -0.5406 2.1517 0.1734
O -1.3416 -0.6964 1.2075
C -0.1266 1.2003 -0.3668
C -0.2356 -1.1843 0.9642
H 0.8481 -1.9604 -0.8590
```

## Properties
Strongest force on any atom   1.06 eV Å⁻¹
HOMO-LUMO gap (spin up / spin down)   8.16 / 8.16 eV
HOMO (spin up / spin down)   -9.21 / -9.21 eV
Calculated total energy   -359.3613 Eh